i) The following is a quantum chemistry calculation of a molecular structure, C3H7O2, from the Open Molecules 2025 dataset.

Results
Spin multiplicity: 1
HOMO energy (eV): -16.887
Lowest unoccupied orbital energy (eV): -5.16
Total charge: +1
Frontier orbital gap (Eh): 0.4310

Positions of all 12 atoms, in Å:
C1 0.31 0.14 0.13
C2 1.05 -0.73 1.08
C3 -1.04 -0.70 -1.01
O1 -0.46 2.07 -0.72
O2 0.40 1.36 0.18
H1 0.44 -0.88 1.87
H2 1.49 -1.65 0.87
H3 1.83 -0.21 1.73
H4 -1.90 -0.03 -0.90
H5 -1.22 -1.65 -0.61
H6 -0.61 -0.74 -2.08
H7 -0.28 3.03 -0.54

***

ii) The following is a quantum chemistry calculation of 2 unconnected molecules or ions with the total composition C3H7O2, from the Open Molecules 2025 dataset.

Results
Spin multiplicity: 1
HOMO energy (alpha / beta) (eV): -15.562 / -15.391
Lowest unoccupied orbital energy (alpha / beta) (eV): -6.86 / -6.93
Total charge: +1
Frontier orbital gap (alpha / beta) (Eh): 0.3198 / 0.3111

Positions of all 12 atoms, in Å:
C1 -0.58 0.70 -0.49
C2 -0.99 -1.99 0.00
C3 1.46 1.45 0.22
O1 -1.81 -0.91 -0.39
O2 0.58 0.48 -0.30
H1 -1.09 1.66 -0.27
H2 -0.45 -1.77 0.93
H3 -0.30 -2.09 -0.88
H4 -1.92 -2.73 0.17
H5 1.71 2.29 -0.42
H6 0.95 1.95 1.06
H7 2.42 0.95 0.38

***

Which one sits at the bottom of the stability order? ii) does.

***

i) The following is a quantum chemistry calculation of a gas-phase ion, C2H4FO3S (charge -1), from the Open Molecules 2025 dataset.

Results
Spin multiplicity: 1
HOMO energy (eV): -4.956
Lowest unoccupied orbital energy (eV): 4.10
Total charge: -1
Frontier orbital gap (Eh): 0.3328

Positions of all 11 atoms, in Å:
C1 -1.27 -0.18 0.29
C2 -0.19 0.59 -0.42
F1 -0.15 1.90 0.01
S1 1.38 -0.30 0.00
O1 1.14 -1.60 -0.61
O2 2.46 0.46 -0.63
O3 1.44 -0.32 1.46
H1 -1.05 -0.16 1.35
H2 -1.20 -1.21 -0.05
H3 -2.27 0.21 0.10
H4 -0.29 0.61 -1.50

***

ii) The following is a quantum chemistry calculation of 2 unconnected molecules or ions with the total composition C2H4FO3S, from the Open Molecules 2025 dataset.

Results
Spin multiplicity: 1
HOMO energy (eV): -3.601
Lowest unoccupied orbital energy (eV): 4.01
Total charge: -1
Frontier orbital gap (Eh): 0.2797

Positions of all 11 atoms, in Å:
C1 2.68 0.06 -1.44
C2 0.26 -1.49 1.20
O1 1.39 0.50 0.07
O2 1.22 0.87 2.45
O3 2.81 -1.12 -1.70
F1 1.95 0.87 -2.19
S1 1.59 -0.09 1.42
H1 3.32 0.79 -0.95
H2 -0.62 -1.28 1.95
H3 0.58 -2.59 1.51
H4 -0.02 -1.55 0.13

***

Which one sits at the bottom of the stability order? ii) does.